Model a:
{"formula": "C2H8S2", "method": "ωB97M-V/def2-TZVPD", "smiles": "CCS.S", "homo_lumo_gap_ev": 9.60, "lumo_ev": 0.72, "symbols": ["C", "C", "S", "H", "H", "H", "H", "H", "H", "S", "H", "H"], "coordinates": [[1.1950, 0.8566, 0.0330], [0.0533, 1.1234, -0.9329], [-0.4496, -0.3514, -1.8852], [2.0459, 0.4310, -0.4991], [0.8975, 0.1626, 0.8138], [1.5152, 1.7885, 0.4900], [-0.8282, 1.4799, -0.4068], [0.3541, 1.8474, -1.6847], [-0.0307, -1.2761, -1.0190], [-1.7298, -1.4723, 1.9267], [-2.3087, -2.2495, 1.0154], [-0.7140, -2.3401, 2.1487]]}

Model b:
{"formula": "C2H8S2", "method": "ωB97M-V/def2-TZVPD", "smiles": "CS.CS", "homo_lumo_gap_ev": 9.82, "lumo_ev": 0.64, "symbols": ["C", "S", "H", "H", "H", "H", "C", "S", "H", "H", "H", "H"], "coordinates": [[-2.5517, 0.2211, 0.3780], [-1.9767, 1.7456, 1.1840], [-3.5659, 0.3187, -0.0008], [-1.8945, 0.0049, -0.4542], [-2.5635, -0.5852, 1.1080], [-0.7808, 1.2215, 1.4827], [2.6034, -0.2930, -0.3926], [1.7746, -1.2999, -1.6473], [2.2749, 0.7375, -0.4514], [2.4627, -0.6827, 0.6128], [3.6637, -0.3535, -0.6123], [0.5537, -1.0350, -1.2069]]}

model a is favored, and the nearest alternative lies 0.0081 hartree above it.

Model a:
{"formula": "C30H32MnN3O6P2S", "method": "ωB97M-V/def2-TZVPD", "homo_lumo_gap_ev": [7.60, 8.32], "multiplicity": 5, "lumo_ev": [-0.17, 0.32], "symbols": ["Mn", "O", "S", "O", "O", "O", "C", "C", "C", "C", "C", "C", "P", "C", "C", "C", "C", "C", "C", "C", "C", "C", "C", "C", "C", "C", "C", "C", "C", "H", "H", "H", "H", "H", "H", "H", "H", "H", "H", "H", "H", "H", "H", "H", "H", "C", "P", "C", "C", "O", "H", "H", "H", "H", "H", "H", "H", "H", "H", "C", "N", "C", "C", "C", "N", "C", "O", "N", "H", "H", "H", "H", "H", "H", "H"], "coordinates": [[0.3187, 0.2877, 0.5104], [0.2491, 0.1627, 2.9411], [1.4004, -0.5438, 2.3500], [2.3207, -1.1760, 3.2319], [0.7606, -1.4952, 1.3188], [2.0326, 0.4690, 1.3950], [-0.4250, -1.2885, -6.2575], [-1.2382, -0.3860, -5.5804], [-0.9047, 0.0269, -4.2991], [0.2622, -0.4415, -3.6872], [1.0769, -1.3398, -4.3714], [0.7285, -1.7651, -5.6506], [0.6524, 0.2050, -2.0212], [2.3452, -0.4418, -1.7305], [2.4317, -1.7631, -1.2826], [3.6596, -2.3153, -0.9562], [4.8126, -1.5457, -1.0549], [4.7327, -0.2282, -1.4845], [3.5047, 0.3233, -1.8242], [0.9153, 1.9818, -2.2955], [1.2904, 2.5397, -3.4854], [1.4634, 3.9390, -3.5912], [1.2321, 4.7444, -2.5125], [0.8184, 4.2011, -1.2696], [0.5044, 5.0221, -0.1541], [0.0595, 4.4632, 1.0070], [-0.0594, 3.0576, 1.1282], [0.2445, 2.2347, 0.0829], [0.6775, 2.7978, -1.1506], [-0.6857, -1.6105, -7.2593], [-2.1389, -0.0098, -6.0525], [-1.5366, 0.7275, -3.7609], [1.9870, -1.7060, -3.9110], [1.3695, -2.4631, -6.1763], [1.5193, -2.3401, -1.1478], [3.7143, -3.3345, -0.5926], [5.7699, -1.9679, -0.7758], [5.6288, 0.3783, -1.5445], [3.4479, 1.3564, -2.1457], [1.4513, 1.9129, -4.3571], [1.7672, 4.3704, -4.5393], [1.3484, 5.8217, -2.5958], [0.6241, 6.0976, -0.2412], [-0.1811, 5.0924, 1.8564], [-0.3649, 2.6362, 2.0806], [-2.6343, -2.9081, -3.3937], [-1.7096, -3.5774, -2.0024], [-0.3292, -4.4639, -2.7410], [-2.7690, -4.8566, -1.3040], [-1.2891, -2.5480, -1.0124], [-3.0663, -3.6956, -4.0151], [-1.9637, -2.2887, -3.9918], [-3.4277, -2.2713, -2.9944], [-0.6643, -5.2025, -3.4734], [0.2303, -4.9594, -1.9449], [0.3225, -3.7323, -3.2277], [-3.1338, -5.5389, -2.0750], [-3.6169, -4.3748, -0.8116], [-2.2012, -5.4172, -0.5590], [-4.6250, 2.1555, -1.2331], [-3.9467, 1.1907, -0.3685], [-4.6254, 0.5621, 0.6206], [-4.0318, -0.3317, 1.4194], [-2.6299, -0.5653, 1.2249], [-1.9204, 0.1430, 0.3289], [-2.5764, 0.9430, -0.5774], [-2.0482, 1.4536, -1.5514], [-2.0448, -1.4858, 1.9634], [-5.6073, 1.7752, -1.5073], [-4.0256, 2.2965, -2.1227], [-4.7354, 3.1144, -0.7286], [-5.6751, 0.8116, 0.7102], [-4.5837, -0.8540, 2.1885], [-2.5588, -1.9367, 2.6957], [-1.0718, -1.7130, 1.8352]]}

Model b:
{"formula": "C30H32MnN3O6P2S", "method": "ωB97M-V/def2-TZVPD", "homo_lumo_gap_ev": [7.56, 8.31], "multiplicity": 5, "lumo_ev": [-0.26, 0.25], "symbols": ["Mn", "O", "S", "O", "O", "O", "C", "C", "C", "C", "C", "C", "P", "C", "C", "C", "C", "C", "C", "C", "C", "C", "C", "C", "C", "C", "C", "C", "C", "H", "H", "H", "H", "H", "H", "H", "H", "H", "H", "H", "H", "H", "H", "H", "H", "C", "P", "C", "C", "O", "H", "H", "H", "H", "H", "H", "H", "H", "H", "C", "N", "C", "C", "C", "N", "C", "O", "N", "H", "H", "H", "H", "H", "H", "H"], "coordinates": [[0.8331, -1.6038, 0.6727], [2.1829, -3.2286, 2.5210], [0.7274, -3.1504, 2.6448], [0.1247, -3.9164, 3.6878], [0.3974, -1.6352, 2.7266], [0.1375, -3.4188, 1.2591], [-2.4772, 3.6788, -1.6829], [-1.2600, 3.1998, -2.1516], [-0.8294, 1.9266, -1.8125], [-1.6207, 1.1089, -1.0057], [-2.8381, 1.5943, -0.5342], [-3.2625, 2.8751, -0.8691], [-1.0648, -0.5906, -0.6307], [-2.5588, -1.4073, -0.0001], [-2.7323, -1.3673, 1.3843], [-3.8383, -1.9715, 1.9622], [-4.7632, -2.6314, 1.1650], [-4.5808, -2.6923, -0.2097], [-3.4803, -2.0822, -0.7937], [-0.7066, -1.3015, -2.2574], [-1.4174, -1.0501, -3.3999], [-1.0554, -1.6758, -4.6123], [0.0104, -2.5294, -4.6520], [0.7806, -2.7960, -3.4937], [1.9085, -3.6580, -3.5151], [2.6312, -3.8811, -2.3811], [2.2719, -3.2494, -1.1634], [1.2098, -2.3965, -1.1215], [0.4210, -2.1670, -2.2799], [-2.8126, 4.6714, -1.9552], [-0.6441, 3.8207, -2.7901], [0.1176, 1.5531, -2.1808], [-3.4713, 0.9625, 0.0760], [-4.2167, 3.2357, -0.5059], [-1.9781, -0.8941, 2.0057], [-3.9603, -1.9529, 3.0373], [-5.6175, -3.1180, 1.6180], [-5.2915, -3.2252, -0.8282], [-3.3329, -2.1433, -1.8644], [-2.2577, -0.3654, -3.3788], [-1.6271, -1.4759, -5.5093], [0.2903, -3.0101, -5.5824], [2.1791, -4.1408, -4.4466], [3.4806, -4.5523, -2.4001], [2.8355, -3.4685, -0.2613], [-0.2253, 3.7893, 1.3953], [-0.3868, 2.3850, 2.5049], [-2.0860, 2.4330, 3.0939], [0.6202, 2.7963, 3.9408], [-0.0048, 1.0834, 1.8938], [-0.4121, 4.7289, 1.9166], [-0.9344, 3.6795, 0.5743], [0.7850, 3.7944, 0.9842], [-2.3238, 3.3976, 3.5437], [-2.2234, 1.6412, 3.8307], [-2.7535, 2.2494, 2.2517], [0.3511, 3.7660, 4.3604], [1.6684, 2.8078, 3.6395], [0.4837, 2.0205, 4.6946], [4.1954, 1.7888, -1.8498], [3.8484, 1.2180, -0.5543], [4.6680, 1.3826, 0.5143], [4.3630, 0.8784, 1.7194], [3.1467, 0.1231, 1.8346], [2.4053, -0.1521, 0.7505], [2.6690, 0.4659, -0.4468], [1.9239, 0.3843, -1.4066], [2.7480, -0.2925, 3.0194], [4.6566, 2.7635, -1.7007], [3.2874, 1.8953, -2.4329], [4.8829, 1.1360, -2.3886], [5.5653, 1.9607, 0.3375], [4.9986, 1.0378, 2.5760], [3.3733, -0.2171, 3.8013], [1.8662, -0.8250, 3.1113]]}

model b is favored, and the nearest alternative lies 0.0239 hartree above it.

Model a:
{"formula": "C4H6OS3", "method": "ωB97M-V/def2-TZVPD", "smiles": "CS[C@H](C=S)OC=S", "homo_lumo_gap_ev": 8.33, "lumo_ev": -0.79, "symbols": ["C", "S", "C", "C", "S", "O", "C", "S", "H", "H", "H", "H", "H", "H"], "coordinates": [[1.3898, -2.2098, 0.9683], [1.4965, -1.4934, -0.6813], [0.4584, -0.0396, -0.4730], [1.0387, 0.9580, 0.5095], [1.6717, 2.3538, 0.0987], [-0.8249, -0.4515, 0.0013], [-1.8730, 0.3269, -0.3518], [-3.3767, 0.0484, 0.1538], [1.8535, -3.2660, 0.9014], [0.3594, -2.3170, 1.3179], [1.9581, -1.6921, 1.7195], [0.3970, 0.3606, -1.5134], [0.9516, 0.6451, 1.5357], [-1.6685, 1.1281, -1.0283]]}

Model b:
{"formula": "C4H6OS3", "method": "ωB97M-V/def2-TZVPD", "smiles": "O=C[C@]1(S)[C@H](S)[C@@H]1S", "homo_lumo_gap_ev": 8.40, "lumo_ev": -0.62, "symbols": ["O", "C", "C", "S", "C", "S", "C", "S", "H", "H", "H", "H", "H", "H"], "coordinates": [[1.3913, 0.8791, 2.1561], [0.5339, 0.2611, 1.5371], [0.7259, -0.3022, 0.1417], [2.3905, -0.7564, -0.3538], [-0.2001, 0.1454, -0.9110], [-0.9477, 1.7569, -0.1828], [-0.3275, -1.2312, -0.2799], [-1.7104, -1.5930, 0.6854], [-0.5407, 0.1313, 1.5847], [2.8516, 0.6197, -0.1957], [-0.2676, 0.1267, -2.0538], [-1.3959, 2.3712, -1.6721], [-0.2421, -2.1214, -0.9938], [-2.2612, -0.2871, 0.5381]]}

model a is favored, and the nearest alternative lies 0.0963 hartree above it.

Model a:
{"formula": "C4H10O", "method": "ωB97M-V/def2-TZVPD", "total_charge": -1, "homo_lumo_gap_ev": [3.70, 7.22], "multiplicity": 2, "lumo_ev": [4.38, 4.32], "symbols": ["C", "C", "H", "H", "H", "H", "H", "H", "O", "C", "C", "H", "H", "H", "H"], "coordinates": [[-1.3309, 1.4430, 0.7245], [-1.2629, -0.0424, 1.1302], [-0.6018, 1.5035, -0.0816], [-2.3243, 1.7379, 0.3826], [-1.1124, 2.0718, 1.5894], [-1.7196, -0.6378, 0.3395], [-1.7391, -0.3130, 2.0870], [-0.2546, -0.4197, 1.2892], [1.2898, 1.1383, -1.1600], [1.0980, -0.0951, -1.4620], [1.7403, -1.2453, -0.7023], [0.5736, -0.3926, -2.3887], [2.5301, -0.8280, -0.0788], [1.0223, -1.9134, -0.2195], [2.0917, -2.0071, -1.4494]]}

Model b:
{"formula": "C4H10O", "method": "ωB97M-V/def2-TZVPD", "total_charge": -1, "homo_lumo_gap_ev": [5.52, 6.83], "multiplicity": 2, "lumo_ev": [4.29, 4.19], "symbols": ["C", "C", "C", "C", "H", "H", "H", "H", "H", "H", "H", "H", "H", "H", "O"], "coordinates": [[0.9553, 1.2581, 1.0042], [0.5556, 0.5781, -0.2668], [-0.7099, -0.1521, -0.4300], [-1.1238, -0.5398, -1.8114], [2.0271, 1.4925, 0.9716], [0.7774, 0.5499, 1.8147], [0.4160, 2.1970, 1.1780], [1.0669, 0.8129, -1.2009], [-1.3386, -0.3173, 0.4254], [-0.4122, -1.2202, -2.2856], [-1.2095, 0.3308, -2.4886], [-2.0902, -1.0396, -1.7999], [0.5017, -0.6525, -0.0573], [0.4913, -1.9428, 2.8019], [0.0929, -1.3550, 2.1448]]}

model a is favored, and the nearest alternative lies 0.0702 hartree above it.